# 1
# C8H4N4

The molecule C8H4N4 (wB97M-V/def2-TZVPD, OMol25).

Each line ends with the Löwdin charge.
Geometry (Å):
N (-0.72, 2.57, 1.34)  0.230
N (3.27, 0.77, 0.70)  0.222
N (-2.14, 1.11, -1.79)  0.233
N (1.85, -0.47, -2.82)  0.220
C (0.10, -0.73, 0.26)  -0.275
C (2.13, 0.71, 0.68)  -0.177
C (-1.19, 0.55, -1.50)  -0.189
C (-0.05, -0.19, -1.15)  -0.152
C (0.74, 0.58, 0.71)  -0.153
C (-0.06, 1.68, 1.05)  -0.190
C (1.00, -0.32, -2.07)  -0.178
C (-1.20, -1.10, 0.95)  -0.029
H (-0.99, -1.41, 1.97)  0.095
H (0.83, -1.54, 0.29)  0.162
H (-1.89, -0.26, 0.97)  0.084
H (-1.67, -1.93, 0.43)  0.096

Properties
Highest occupied orbital energy (alpha / beta) (hartree): -0.377 / -0.377
E_LUMO (alpha / beta) (eV): -3.0 / -3.0
Gap between HOMO and LUMO (alpha / beta) (eV): 7.3 / 7.3
Net charge: 0


# 2
# C8H54N6O20S2

A 21-piece molecular cluster, C8H54N6O20S2 overall (wB97M-V/def2-TZVPD, OMol25).

Each line ends with the Löwdin charge.
Geometry (Å):
S (0.10, -0.03, 1.45)  0.936
S (1.20, -3.26, -1.98)  1.068
O (-4.08, -0.48, -1.52)  -0.115
O (5.62, -1.21, -3.97)  -0.120
O (-1.91, -3.67, -4.92)  -0.139
O (-0.95, -0.80, -7.73)  -0.109
O (3.19, 3.05, 3.57)  -0.129
O (-0.09, 1.19, -4.01)  -0.144
O (2.81, -4.24, -7.15)  -0.160
O (-0.18, 3.71, 2.45)  -0.135
O (-4.45, 1.23, 3.64)  -0.097
O (1.64, -3.23, 4.09)  -0.121
O (-4.14, -1.93, 2.07)  -0.112
O (0.96, 3.62, 6.01)  -0.162
O (3.82, 0.24, -6.04)  -0.100
O (0.38, 3.16, -1.92)  -0.142
O (-1.51, 5.00, 5.79)  -0.126
O (4.94, -2.81, -6.30)  -0.108
O (3.80, -0.64, -2.08)  -0.097
O (-3.31, -2.58, 4.66)  -0.108
O (-3.71, 3.85, 6.24)  -0.092
O (-2.13, 1.83, 7.57)  -0.127
N (2.79, -1.95, -4.47)  0.197
N (0.10, -1.01, -2.52)  0.087
N (1.54, -1.83, -6.37)  0.157
N (0.45, -2.04, -4.44)  0.081
N (0.28, 1.70, 4.24)  0.092
N (-1.89, 1.85, 4.72)  0.145
C (-1.01, -0.34, 3.96)  -0.190
C (-0.54, -0.23, -0.23)  -0.399
C (-0.84, 1.08, 4.35)  -0.470
C (0.19, -1.19, -1.14)  -0.448
C (0.80, -2.26, -0.62)  -0.364
C (1.60, -2.03, -5.03)  -0.493
C (-1.37, -0.49, 2.47)  -0.435
C (0.47, -2.11, -3.11)  -0.650
H (-2.27, 0.09, 2.29)  0.059
H (-1.79, -1.52, 2.30)  0.085
H (-5.09, 0.74, 4.25)  0.092
H (6.39, -0.70, -3.55)  0.094
H (-0.37, 0.73, -0.71)  0.056
H (2.89, -1.77, -3.47)  0.057
H (-2.37, 4.60, 6.14)  -0.012
H (3.79, 0.30, -1.71)  0.124
H (-1.23, -0.65, -8.69)  0.084
H (2.02, -3.61, -7.05)  0.016
H (5.74, -2.58, -6.86)  0.103
H (0.23, 2.49, -2.66)  0.004
H (3.37, -1.37, -4.96)  0.000
H (-4.13, 0.50, -1.75)  0.074
H (0.92, -2.50, 0.36)  0.023
H (0.04, 0.40, -3.39)  -0.008
H (-0.18, -0.95, 4.24)  0.089
H (-2.34, -3.56, -4.01)  0.059
H (-0.18, 2.88, 3.04)  -0.020
H (4.91, -2.19, -5.50)  0.020
H (3.65, -3.72, -6.93)  -0.011
H (-1.60, -0.56, -0.26)  0.085
H (-4.73, 1.05, 2.68)  0.086
H (3.44, 0.77, -5.26)  0.099
H (-0.97, -3.28, -4.87)  0.006
H (1.81, -2.38, 4.62)  0.064
H (0.65, 4.04, -2.33)  0.064
H (-1.99, 1.91, 6.57)  0.005
H (-3.18, -2.35, 5.64)  0.100
H (2.24, -1.12, -6.54)  0.096
H (0.67, -3.47, 4.20)  0.062
H (0.64, 2.81, 5.47)  -0.029
H (2.64, 3.89, 3.45)  0.065
H (-0.69, 3.50, 1.60)  0.057
H (4.81, -1.13, -3.37)  0.004
H (-3.78, -0.57, -0.56)  0.035
H (-5.02, -1.44, 2.06)  0.072
H (1.01, 1.20, 3.76)  0.060
H (0.56, -1.65, -6.64)  0.085
H (-2.78, 1.46, 4.51)  0.048
H (-1.61, -0.32, -7.13)  0.078
H (0.21, 4.30, 6.01)  0.009
H (-1.82, -0.69, 4.61)  0.094
H (-3.76, -1.89, 3.01)  0.002
H (-4.71, 3.87, 6.32)  0.117
H (4.75, 0.59, -6.23)  0.101
H (-1.82, 2.84, 4.54)  0.105
H (-0.70, 0.90, -4.76)  0.070
H (4.15, -1.26, -1.36)  0.122
H (-1.49, 1.13, 7.92)  0.087
H (-1.75, 5.63, 5.03)  0.092
H (3.92, 3.05, 2.87)  0.058
H (-3.35, 3.15, 6.87)  0.056
H (-4.30, -2.72, 4.49)  0.087

Properties
Highest occupied orbital energy (hartree): -0.317
E_LUMO (eV): -0.9
Gap between HOMO and LUMO (eV): 7.7
Net charge: 0


# 3
# C8H5BrN2O2

A 2-piece molecular cluster, C8H5BrN2O2 overall (wB97M-V/def2-TZVPD, OMol25).

Each line ends with the Löwdin charge.
Geometry (Å):
Br (4.17, -1.28, 0.50)  0.866
O (2.99, 2.63, 1.86)  0.110
O (3.90, 1.87, -0.02)  0.033
N (3.61, 2.68, 0.85)  -0.138
N (3.70, -0.54, -3.12)  0.192
C (-0.32, -0.31, 1.16)  -0.041
C (3.36, -0.56, -2.02)  -0.350
C (-0.62, 0.53, -1.13)  -0.081
C (1.06, -0.48, 0.85)  -0.049
C (0.71, 0.36, -1.36)  -0.065
C (3.01, -0.48, -0.70)  -0.642
C (1.55, -0.14, -0.40)  -0.257
C (-1.13, 0.18, 0.12)  -0.071
H (1.76, -0.90, 1.53)  0.055
H (1.08, 0.61, -2.41)  0.145
H (-1.13, 0.94, -1.96)  0.098
H (-2.21, 0.20, 0.47)  0.123
H (-0.86, -0.20, 2.03)  0.073

Properties
Highest occupied orbital energy (alpha / beta) (hartree): -0.366 / -0.307
E_LUMO (alpha / beta) (eV): -1.6 / -2.0
Gap between HOMO and LUMO (alpha / beta) (eV): 8.3 / 6.4
Net charge: 0


Going through the records in order, we get maximum force values of 1.76; 4.21; 4.65 eV Å⁻¹.